Here is a cluster of 8 separate species, C26H42Cl4F2N4O4 in total from the Open Molecules 2025 dataset. Energies are from ωB97M-V/def2-TZVPD.

Output
LUMO (eV): 0.436
Total energy (eV): -97316.761
SMILES string: Fc1ccccc1.Fc1ccccc1.CNC(C)=O.CNC(C)=O.CNC(C)=O.CNC(C)=O.ClCCl.ClCCl

Geometry (Å):
C1 -7.098 5.097 2.738
C2 -7.598 3.997 1.889
O1 -6.961 2.945 1.832
N1 -8.692 4.193 1.144
C3 -9.330 3.215 0.394
H1 -7.448 5.237 3.761
H2 -7.315 6.050 2.255
H3 -6.017 5.075 2.605
H4 -9.205 5.037 1.355
H5 -10.278 3.148 0.928
H6 -8.737 2.306 0.292
H7 -9.541 3.637 -0.589
C4 2.497 0.691 -8.150
C5 3.856 1.132 -8.675
O2 4.341 2.103 -8.248
N2 4.516 0.313 -9.507
C6 5.810 0.717 -10.159
H8 1.715 1.448 -8.217
H9 2.649 0.082 -7.259
H10 2.119 -0.109 -8.786
H11 4.303 -0.674 -9.485
H12 5.700 0.645 -11.241
H13 6.577 0.053 -9.761
H14 6.078 1.725 -9.841
C7 7.832 -4.561 8.763
C8 6.609 -5.126 8.023
O3 6.211 -6.275 8.130
N3 5.941 -4.229 7.298
C9 4.632 -4.358 6.630
H15 7.720 -3.616 9.296
H16 8.653 -4.422 8.060
H17 8.104 -5.321 9.495
H18 6.497 -3.386 7.294
H19 4.850 -4.217 5.571
H20 3.956 -3.531 6.848
H21 4.184 -5.347 6.725
C10 -6.491 4.331 -5.782
C11 -6.697 5.516 -6.760
O4 -5.969 6.526 -6.628
N4 -7.622 5.265 -7.746
C12 -7.829 6.122 -8.915
H22 -7.474 4.029 -5.420
H23 -5.782 4.553 -4.985
H24 -6.214 3.440 -6.347
H25 -8.072 4.361 -7.740
H26 -7.869 7.190 -8.699
H27 -8.718 5.835 -9.477
H28 -6.977 6.019 -9.586
C13 0.214 6.414 -3.190
Cl1 1.253 7.421 -4.183
Cl2 0.584 6.260 -1.433
H29 -0.778 6.856 -3.284
H30 0.219 5.441 -3.680
C14 -0.786 -0.422 0.465
Cl3 -1.362 0.253 -1.085
Cl4 0.903 -0.980 0.432
H31 -0.947 0.327 1.240
H32 -1.531 -1.147 0.792
F1 -3.252 -4.105 6.150
C15 -4.188 -5.080 6.192
C16 -4.871 -5.316 7.382
C17 -5.785 -6.378 7.430
C18 -5.838 -7.261 6.374
C19 -5.052 -7.109 5.280
C20 -4.230 -5.936 5.215
H33 -4.667 -4.625 8.186
H34 -6.422 -6.693 8.243
H35 -6.557 -8.063 6.455
H36 -5.130 -7.838 4.487
H37 -3.716 -5.765 4.281
F2 10.314 -4.099 0.473
C21 10.144 -3.038 1.297
C22 9.019 -2.240 1.262
C23 8.914 -1.069 1.998
C24 9.942 -0.740 2.869
C25 11.082 -1.567 2.962
C26 11.134 -2.767 2.213
H38 8.244 -2.381 0.523
H39 7.972 -0.541 2.017
H40 9.833 0.080 3.563
H41 11.931 -1.333 3.588
H42 11.989 -3.425 2.157

Here is a structure of composition C26H42IrN4O5Si from the Open Molecules 2025 dataset. Energies are from ωB97M-V/def2-TZVPD.

Output
LUMO (eV): -4.179
Relative energy (zero: lowest compared OMol25 entry of this formula, charge and spin) (kJ/mol): 377.9
Net charge: +1
Total energy (eV): -54550.872

Geometry (Å):
Ir1 0.132 -0.567 0.025
C1 -1.660 -5.261 -0.237
N1 -0.872 -4.746 -1.338
C2 -0.835 -5.597 -2.506
C3 -0.349 -3.519 -1.268
O1 -0.374 -2.850 -0.243
C4 0.293 -2.995 -2.549
O2 0.653 -1.636 -2.416
C5 1.938 -1.313 -2.895
C6 2.899 -1.131 -1.710
O3 2.456 -1.173 -0.564
N2 4.189 -0.897 -1.972
C7 5.107 -0.670 -0.875
C8 4.783 -0.790 -3.283
H1 -1.189 -6.150 0.185
H2 -2.655 -5.521 -0.599
H3 -1.742 -4.498 0.531
H4 -0.952 -6.629 -2.181
H5 0.111 -5.524 -3.038
H6 -1.649 -5.366 -3.197
H7 -0.419 -3.088 -3.380
H8 1.174 -3.609 -2.762
H9 1.853 -0.371 -3.450
H10 2.302 -2.083 -3.583
H11 4.561 -0.765 0.061
H12 5.536 0.331 -0.955
H13 5.913 -1.404 -0.902
H14 4.052 -0.913 -4.075
H15 5.562 -1.547 -3.402
H16 5.247 0.192 -3.394
C9 2.136 1.855 1.930
Si1 0.806 1.667 0.538
C10 1.383 2.902 -0.919
C11 2.031 4.206 -0.459
C12 0.243 3.213 -1.890
C13 2.451 2.111 -1.684
C14 -0.950 2.902 1.768
C15 -1.065 2.028 2.975
C16 -2.109 2.877 0.831
C17 -0.409 4.265 2.045
H17 2.159 2.823 2.418
H18 3.117 1.671 1.504
H19 1.981 1.092 2.684
H20 1.342 4.841 0.084
H21 2.368 4.769 -1.329
H22 2.896 4.019 0.169
H23 -0.470 3.906 -1.455
H24 -0.293 2.311 -2.176
H25 0.635 3.675 -2.795
H26 3.271 1.817 -1.033
H27 2.860 2.714 -2.494
H28 2.014 1.218 -2.116
H29 -1.389 1.026 2.722
H30 -1.821 2.448 3.644
H31 -0.131 1.978 3.525
H32 -2.236 1.916 0.343
H33 -2.032 3.647 0.070
H34 -3.031 3.057 1.393
H35 0.568 4.237 2.517
H36 -1.084 4.769 2.744
H37 -0.372 4.871 1.145
O4 -3.565 0.181 -1.070
C18 -3.339 -0.208 0.069
N3 -2.098 -0.638 0.515
C19 -2.196 -1.012 1.806
O5 -1.095 -1.395 2.502
C20 -3.490 -0.809 2.316
C21 -4.065 -0.953 3.582
C22 -5.358 -0.515 3.748
C23 -6.088 0.041 2.689
C24 -5.540 0.164 1.423
C25 -4.239 -0.267 1.229
H38 -3.496 -1.373 4.397
H39 -5.823 -0.594 4.718
H40 -7.095 0.384 2.874
H41 -6.107 0.589 0.611
N4 1.221 -1.358 2.500
C26 0.115 -1.139 1.977
H42 1.321 -1.839 3.387

Here is a cluster of 6 separate species, C26H42N2O4 in total from the Open Molecules 2025 dataset. Energies are from ωB97M-V/def2-TZVPD.

Output
LUMO (eV): 0.539
Relative energy (zero: lowest compared OMol25 entry of this formula, charge and spin) (kJ/mol): 203.4
Total energy (eV): -38807.807
SMILES string: c1ccncc1.c1ccncc1.C1CCOC1.C1CCOC1.C1CCOC1.C1CCOC1

Geometry (Å):
C1 -5.626 0.888 -1.413
C2 -5.911 -0.478 -2.048
C3 -6.567 -0.168 -3.363
O1 -5.824 0.927 -3.711
C4 -4.982 1.433 -2.685
H1 -4.990 0.921 -0.528
H2 -6.411 1.537 -1.026
H3 -6.589 -0.986 -1.362
H4 -5.069 -1.159 -2.163
H5 -7.626 0.069 -3.262
H6 -6.422 -1.005 -4.046
H7 -4.863 2.517 -2.676
H8 -4.003 0.984 -2.847
C5 3.105 4.001 6.465
C6 1.606 4.145 6.466
C7 1.512 5.440 5.630
O2 2.549 6.259 6.060
C8 3.656 5.408 6.312
H9 3.354 3.329 5.644
H10 3.425 3.644 7.444
H11 1.074 4.288 7.406
H12 1.038 3.371 5.950
H13 0.501 5.831 5.741
H14 1.552 5.492 4.542
H15 4.008 5.694 7.303
H16 4.490 5.383 5.610
C9 1.140 4.613 -7.903
C10 -0.305 4.572 -7.368
C11 -0.384 5.167 -5.962
O3 0.832 6.008 -5.957
C12 1.873 5.266 -6.748
H17 1.165 5.269 -8.773
H18 1.501 3.628 -8.200
H19 -0.461 3.502 -7.229
H20 -0.876 5.047 -8.165
H21 -0.454 4.452 -5.143
H22 -1.266 5.796 -5.839
H23 2.304 4.562 -6.036
H24 2.641 5.956 -7.097
C13 1.922 -8.484 -5.626
C14 2.041 -8.963 -4.244
C15 2.021 -7.687 -3.449
O4 2.396 -6.594 -4.293
C16 2.333 -6.978 -5.612
H25 0.858 -8.568 -5.845
H26 2.519 -8.974 -6.395
H27 3.002 -9.412 -3.994
H28 1.241 -9.624 -3.910
H29 2.635 -7.694 -2.548
H30 1.010 -7.669 -3.042
H31 3.285 -6.857 -6.127
H32 1.603 -6.335 -6.105
N1 0.015 1.621 0.548
C17 -0.304 0.399 0.998
C18 -0.151 -0.781 0.263
C19 0.361 -0.708 -1.111
C20 0.764 0.553 -1.517
C21 0.611 1.667 -0.672
H33 -0.597 0.190 2.016
H34 -0.417 -1.736 0.694
H35 0.413 -1.562 -1.771
H36 1.140 0.729 -2.514
H37 0.885 2.664 -0.982
N2 0.676 -2.951 8.130
C22 0.103 -1.846 8.587
C23 -0.014 -1.642 9.955
C24 0.465 -2.659 10.843
C25 0.960 -3.817 10.311
C26 1.005 -3.959 8.916
H38 -0.253 -1.240 7.767
H39 -0.372 -0.734 10.417
H40 0.309 -2.524 11.903
H41 1.383 -4.596 10.927
H42 1.452 -4.829 8.458

no.,strongest force on any atom (eV/A)
1,5.9
2,4.5
3,4.0